Entry 1:
Computed, not measured: an isolated ion of composition C3H6N and charge +1 at a distorted geometry, with the ωB97M-V functional and the def2-TZVPD basis.

Properties
Calculated total energy: -172.3408 a.u.
HOMO-LUMO gap: 9.964 eV
E_HOMO: -15.73 eV
Maximum force: 1.9 eV/A
Total charge: +1
SMILES string: C=C[NH+]=C

Each line ends with the Mulliken charge.
Element x y z (Å)
C -0.65478 -1.13152 -1.14427  -0.626
C 0.00774 -0.78586 -0.05702  -0.042
N 0.51532 0.54967 0.10803  -0.071
C 0.12368 1.29587 1.06135  -0.061
H -0.79215 -0.40185 -1.94233  0.245
H -1.03284 -2.09266 -1.44951  0.288
H 0.17446 -1.47992 0.75518  0.378
H 1.34233 0.81973 -0.39961  0.314
H 0.50405 2.31663 1.08157  0.262
H -0.63860 1.11972 1.81171  0.313

Atoms 1-6, force components in eV/Å:
0.35 1.06 -1.12
-0.55 -1.47 -0.36
-0.61 -0.67 1.56
0.18 1.91 -0.35
0.03 0.09 0.18
0.01 -0.37 0.78

=====

Entry 2:
Computed, not measured: a 2-piece molecular cluster, C3H6N2 overall at a distorted geometry, with the ωB97M-V functional and the def2-TZVPD basis.

Properties
Calculated total energy: -227.3651 a.u.
HOMO-LUMO gap: 11.622 eV
E_HOMO: -10.78 eV
Maximum force: 1.3 eV/A

Each line ends with the Mulliken charge.
Element x y z (Å)
C 1.67882 -0.60064 0.15962  -0.961
C 0.24409 -0.34999 -0.17843  0.213
N -0.77647 -0.63611 0.52246  -0.620
C -2.44495 2.48799 -0.97324  -0.224
N -2.32419 1.43361 -0.47258  -0.119
H 2.21391 0.35503 0.16911  0.266
H 1.78871 -1.08175 1.13631  0.308
H 2.15284 -1.22043 -0.60833  0.277
H 0.05229 0.16511 -1.12731  0.334
H -2.05208 0.54713 -0.02745  0.328
H -0.53299 -1.09995 1.39984  0.199

Atoms 1-6, force components in eV/Å:
0.04 -0.03 0.05
-0.19 -0.06 0.13
0.32 0.07 -0.10
0.06 -1.12 0.51
-0.18 1.16 -0.55
-0.04 -0.11 0.01

=====

Entry 3:
Computed, not measured: a 3-piece molecular cluster, C3H6N2 overall at a distorted geometry, with the ωB97M-V functional and the def2-TZVPD basis.

Properties
Calculated total energy: -227.2826 a.u.
HOMO-LUMO gap: 9.162 eV
E_HOMO: -8.80 eV
Maximum force: 1.1 eV/A

Each line ends with the Mulliken charge.
Element x y z (Å)
C 1.48007 -0.26312 0.05492  -0.622
N 0.21055 -0.58579 0.36853  -0.109
C -0.79586 -0.01548 -0.36742  -0.410
C -2.12395 -0.10880 0.15680  0.238
N -3.19675 -0.15114 0.59679  -0.389
H 1.76167 -0.32123 -0.99214  0.283
H 2.24474 -0.51114 0.78385  0.287
H 0.99473 1.32471 -0.17093  0.038
H 0.00820 -0.70703 1.35361  0.250
H 0.11772 1.43154 -0.33816  0.118
H -0.70112 -0.09251 -1.44586  0.318

Atoms 1-6, force components in eV/Å:
-0.01 -0.15 -0.02
0.01 0.20 0.06
0.02 -0.16 -0.07
-0.84 -0.06 0.36
1.00 0.06 -0.40
-0.06 0.05 0.16

=====

Entry 4:
Computed, not measured: C3H6N2 in the gas phase at a distorted geometry, with the ωB97M-V functional and the def2-TZVPD basis.

Properties
Calculated total energy: -227.4063 a.u.
HOMO-LUMO gap: 11.255 eV
E_HOMO: -10.40 eV
Maximum force: 1.1 eV/A
SMILES string: C[C@@H](N)C#N

Each line ends with the Mulliken charge.
Element x y z (Å)
C 1.26091 -0.20095 0.03497  -1.141
C -0.20334 0.01845 -0.38592  0.400
N -1.07514 -0.91643 0.31352  -0.650
C -0.60165 1.43852 -0.19564  0.118
N -0.93624 2.53447 -0.03215  -0.407
H 1.82939 0.73159 0.05532  0.356
H 1.29085 -0.64708 1.03221  0.304
H 1.75143 -0.89378 -0.65162  0.274
H -0.30639 -0.18344 -1.45773  0.227
H -2.00938 -0.90440 -0.08270  0.259
H -1.16430 -0.64144 1.28820  0.260

Atoms 1-6, force components in eV/Å:
0.08 0.01 0.01
0.10 0.03 -0.13
-0.16 0.07 0.05
-0.30 0.90 0.17
0.33 -1.05 -0.14
-0.09 -0.11 -0.07